CH2FOPS | wB97M-V/def2-TZVPD

## Properties
* LUMO level (alpha / beta): -0.5833 / -0.5833 eV
* frontier orbital gap (alpha / beta): 8.1 / 8.1 eV
* energy: -25956.5043 eV
* net charge: 0
* SMILES: O=S1#P(F)C1

```
7
Properties=species:S:1:pos:R:3:nbo_charge:R:1
C -0.335 0.608 -0.100 -1.006
O 1.896 -0.484 -1.431 -0.918
F -1.158 -0.951 1.994 -0.577
P 0.221 -0.566 1.183 0.955
S 0.520 -0.720 -1.255 0.994
H 0.324 1.430 -0.414 0.266
H -1.467 0.684 0.024 0.286
```


CH2FP | wB97M-V/def2-TZVPD

## Properties
* LUMO level (alpha / beta): -1.7490 / -1.7490 eV
* frontier orbital gap (alpha / beta): 8.7 / 8.7 eV
* energy: -13070.5664 eV
* net charge: 0

```
5
Properties=species:S:1:pos:R:3:nbo_charge:R:1
C -0.166 -0.427 -0.041 -0.260
F 1.979 -0.422 -0.008 -0.612
P -0.281 1.158 -0.013 0.643
H 0.021 -1.447 -0.346 0.259
H -1.553 1.139 0.407 -0.029
```


CH2FPS | wB97M-V/def2-TZVPD

## Properties
* LUMO level (alpha / beta): -1.1828 / -2.4762 eV
* frontier orbital gap (alpha / beta): 8.7 / 6.3 eV
* energy: -23908.5294 eV
* net charge: 0

```
6
Properties=species:S:1:pos:R:3:nbo_charge:R:1
C -0.396 -0.127 0.021 -0.986
F 2.344 -0.213 0.057 -0.593
P 1.055 0.966 -0.029 0.936
S -2.093 0.659 0.087 0.115
H -0.478 -0.430 -0.977 0.265
H -0.431 -0.855 0.841 0.263
```


CH2FPS | wB97M-V/def2-TZVPD

## Properties
* LUMO level (alpha / beta): 0.8083 / -2.9359 eV
* frontier orbital gap (alpha / beta): 8.4 / 6.7 eV
* expectation value of S²: 2.007
* energy: -23908.0963 eV
* net charge: 0
* spin multiplicity: 3

```
6
Properties=species:S:1:pos:R:3:nbo_charge:R:1
C -0.587 0.458 -0.487 -0.935
F 1.859 -0.888 -0.263 -0.572
P 0.894 0.193 0.499 1.032
S -1.786 0.870 0.528 0.317
H -0.667 0.090 -1.490 0.272
H 0.287 -0.723 1.213 -0.113
```


CH2I2O2 | wB97M-V/def2-TZVPD

## Properties
* LUMO level: -0.6701 eV
* frontier orbital gap: 8.7 eV
* energy: -21364.7766 eV
* net charge: 0

```
7
Properties=species:S:1:pos:R:3:nbo_charge:R:1
C -0.005 -0.175 -0.065 0.382
O 0.310 0.450 1.105 -0.723
O -1.180 -0.755 0.046 -0.706
I -0.132 1.351 -1.623 0.010
I 1.539 -1.727 -0.724 0.039
H 1.257 0.926 1.035 0.508
H -1.788 -0.071 0.226 0.491
```


CH2I2O2 | wB97M-V/def2-TZVPD

## Properties
* LUMO level: -0.8904 eV
* frontier orbital gap: 8.7 eV
* energy: -21364.9266 eV
* net charge: 0

```
7
Properties=species:S:1:pos:R:3:nbo_charge:R:1
C 1.025 0.014 -0.740 0.296
O -1.258 -0.085 0.402 -0.941
O 0.905 0.045 -1.892 -0.512
I 1.251 1.843 0.409 0.094
I 1.399 -1.790 0.390 0.104
H -2.113 0.303 0.189 0.488
H -1.209 -0.330 1.244 0.472
```


CH2I3P | wB97M-V/def2-TZVPD

## Properties
* LUMO level (alpha / beta): -1.7117 / -1.5705 eV
* frontier orbital gap (alpha / beta): 6.7 / 7.2 eV
* energy: -34656.9955 eV
* net charge: 0

```
7
Properties=species:S:1:pos:R:3:nbo_charge:R:1
C 0.718 -0.984 -0.073 -0.671
P -1.375 0.910 -1.111 0.212
I 0.915 -0.122 1.825 0.199
I 2.397 -0.699 -1.259 0.188
I -1.119 2.553 0.609 -0.059
H -2.248 0.364 -0.118 -0.038
H 0.713 -2.021 0.128 0.169
```


CH2INO | wB97M-V/def2-TZVPD

## Properties
* LUMO level: -0.1266 eV
* frontier orbital gap: 9.3 eV
* energy: -12704.0802 eV
* net charge: 0

```
6
Properties=species:S:1:pos:R:3:nbo_charge:R:1
C -0.288 -0.001 0.150 -0.460
N -0.257 1.563 0.462 0.114
O 0.282 2.246 -0.335 -0.273
I -2.395 0.311 0.015 0.160
H 0.095 -0.590 0.990 0.228
H -0.086 -0.543 -0.850 0.231
```


CH2INO2S | wB97M-V/def2-TZVPD

## Properties
* LUMO level (alpha / beta): -1.2762 / -1.2753 eV
* frontier orbital gap (alpha / beta): 7.9 / 7.9 eV
* energy: -25586.2354 eV
* net charge: 0

```
8
Properties=species:S:1:pos:R:3:nbo_charge:R:1
C -0.280 -0.454 0.016 -0.584
N -1.773 0.171 0.619 0.208
O -2.417 0.737 -0.117 -0.196
O 1.069 1.711 -0.631 -0.892
S 1.092 0.741 0.450 1.138
I 2.863 -0.964 0.051 -0.119
H -0.299 -1.474 0.590 0.240
H -0.255 -0.468 -0.979 0.204
```


CH2INS | wB97M-V/def2-TZVPD

## Properties
* LUMO level: -2.8863 eV
* frontier orbital gap: 5.8 eV
* energy: -21492.5309 eV
* net charge: 0

```
6
Properties=species:S:1:pos:R:3:nbo_charge:R:1
C -0.467 -0.644 1.094 -0.080
N 0.791 -0.454 1.048 -0.543
S 2.188 -0.578 1.611 0.621
I 4.000 0.995 -0.728 -0.377
H -1.045 -0.318 0.336 0.189
H -0.994 -1.235 1.863 0.190
```


CH2IO2P | wB97M-V/def2-TZVPD

## Properties
* LUMO level (alpha / beta): -1.6559 / -2.6198 eV
* frontier orbital gap (alpha / beta): 7.2 / 5.5 eV
* energy: -22552.4361 eV
* net charge: 0

```
7
Properties=species:S:1:pos:R:3:nbo_charge:R:1
C -0.762 -0.399 -0.083 0.220
O 0.273 -1.006 0.648 -0.759
O -0.033 -0.086 -1.241 -0.760
P 1.367 -0.598 -0.527 1.362
I 1.874 2.671 1.071 -0.441
H -1.589 -1.087 -0.281 0.181
H -1.130 0.506 0.413 0.197
```


CH2IOP | wB97M-V/def2-TZVPD

## Properties
* LUMO level (alpha / beta): -1.1116 / -1.4808 eV
* frontier orbital gap (alpha / beta): 6.9 / 5.1 eV
* energy: -20502.2763 eV
* net charge: 0

```
6
Properties=species:S:1:pos:R:3:nbo_charge:R:1
C -0.572 -0.254 -0.864 -0.758
O -0.184 0.113 2.231 -0.942
P 1.213 0.339 2.045 1.115
I 1.311 0.756 -0.782 0.210
H -1.540 0.163 -1.154 0.199
H -0.229 -1.116 -1.476 0.176
```


CH2IP | wB97M-V/def2-TZVPD

## Properties
* LUMO level (alpha / beta): -1.8351 / -2.6376 eV
* frontier orbital gap (alpha / beta): 7.6 / 6.4 eV
* energy: -18455.9955 eV
* net charge: 0

```
5
Properties=species:S:1:pos:R:3:nbo_charge:R:1
C 0.999 -0.073 0.043 -0.936
P -0.571 -0.705 0.186 0.647
I -3.527 0.241 0.070 -0.217
H 1.956 -0.462 -0.512 0.271
H 1.144 0.999 0.212 0.235
```


CH2N2O2 | wB97M-V/def2-TZVPD

## Properties
* LUMO level: 0.6312 eV
* frontier orbital gap: 10.8 eV
* energy: -8140.2415 eV
* net charge: 0
* SMILES: O=C1NN1O

```
7
Properties=species:S:1:pos:R:3:nbo_charge:R:1
C 1.286 -0.867 -0.980 0.749
N 1.449 0.272 -0.231 -0.572
N 0.443 -0.911 0.208 -0.029
O 1.556 -1.512 -1.914 -0.509
O -0.882 -0.720 0.001 -0.521
H 1.239 1.268 -0.187 0.425
H -1.099 -0.793 -0.957 0.457
```


CH2N2O2 | wB97M-V/def2-TZVPD

## Properties
* LUMO level: -0.2791 eV
* frontier orbital gap: 11.1 eV
* energy: -8139.8651 eV
* net charge: 0
* SMILES: C=N[N+](=O)[O-]

```
7
Properties=species:S:1:pos:R:3:nbo_charge:R:1
C -1.122 -0.037 0.034 -0.040
N -0.172 -0.817 -0.032 -0.315
N 1.107 -0.107 -0.036 0.623
O 1.220 1.037 0.201 -0.378
O 1.970 -0.790 -0.387 -0.314
H -2.180 -0.402 0.049 0.214
H -0.823 1.116 0.171 0.210
```


CH2N2O2 | wB97M-V/def2-TZVPD

## Properties
* LUMO level: 0.0289 eV
* frontier orbital gap: 9.2 eV
* energy: -8140.7653 eV
* net charge: 0
* SMILES: N=C=O.N=O

```
7
Properties=species:S:1:pos:R:3:nbo_charge:R:1
C 1.384 1.872 -0.821 0.864
N -1.223 0.098 0.253 -0.006
N 0.920 0.922 -1.445 -0.751
O 1.735 2.551 0.066 -0.496
O -0.157 -0.302 -0.091 -0.227
H 1.144 0.528 -2.303 0.417
H -2.120 -0.523 -0.185 0.199
```


CH2N2O2S | wB97M-V/def2-TZVPD

## Properties
* LUMO level: 0.2093 eV
* frontier orbital gap: 10.2 eV
* energy: -18976.3983 eV
* net charge: 0

```
8
Properties=species:S:1:pos:R:3:nbo_charge:R:1
C 0.449 -0.493 0.635 0.177
N 0.710 -0.875 1.793 -0.546
N -0.818 -0.254 0.196 -0.304
O -1.185 0.348 3.569 -0.869
O -1.766 -0.455 1.215 -0.566
S -1.142 -0.823 2.691 1.531
H 1.104 -0.371 -0.120 0.195
H -0.979 0.648 -0.211 0.383
```


CH2N2O3 | wB97M-V/def2-TZVPD

## Properties
* LUMO level (alpha / beta): -0.9747 / -0.7607 eV
* frontier orbital gap (alpha / beta): 9.5 / 9.5 eV
* energy: -10186.6909 eV
* net charge: 0

```
8
Properties=species:S:1:pos:R:3:nbo_charge:R:1
C -0.400 -1.086 0.010 0.809
N 1.399 1.020 -0.327 -0.265
N -0.108 -0.403 -1.213 -0.134
O 0.492 -1.648 0.587 -0.565
O 0.812 0.447 -1.320 -0.006
O -1.697 -1.200 0.393 -0.665
H 2.069 1.679 -0.734 0.318
H -1.715 -1.760 1.184 0.507
```


CH2N2O3S | wB97M-V/def2-TZVPD

## Properties
* LUMO level (alpha / beta): 6.8904 / 6.8899 eV
* frontier orbital gap (alpha / beta): 5.5 / 5.5 eV
* energy: -21022.6973 eV
* net charge: -2

```
9
Properties=species:S:1:pos:R:3:nbo_charge:R:1
C -1.909 0.825 0.021 0.858
N 0.131 1.787 -0.356 -1.135
N -2.231 0.262 -1.011 -0.896
O 1.818 -0.012 1.414 -1.112
O -2.232 1.242 1.118 -0.696
O 2.473 1.511 -0.622 -1.094
S 1.213 0.716 -0.313 1.351
H -3.205 0.100 -1.059 0.315
H 1.606 -0.998 1.455 0.409
```


CH2N2O3S | wB97M-V/def2-TZVPD

## Properties
* LUMO level (alpha / beta): -1.6851 / -2.9714 eV
* frontier orbital gap (alpha / beta): 9.0 / 7.8 eV
* energy: -21021.3710 eV
* net charge: 0

```
9
Properties=species:S:1:pos:R:3:nbo_charge:R:1
C -1.803 0.758 0.167 -0.044
N -2.123 1.678 0.811 -0.286
N 1.997 0.352 -0.247 -0.315
O -0.360 -1.123 1.070 -0.856
O -1.814 -1.748 -0.880 -0.805
O 1.203 -0.156 -1.151 -0.351
S -0.876 -0.858 -0.279 1.901
H 1.564 1.319 -0.118 0.372
H 2.211 -0.223 0.626 0.383
```


no.,strongest force on any atom (eV Å⁻¹)
1,6.89
2,3.86
3,2.85
4,3.09
5,3.59
6,6.09
7,1.85
8,2.19
9,5.83
10,3.39
11,2.06
12,2.68
13,2.53
14,3.70
15,4.62
16,3.55
17,3.65
18,3.27
19,5.00
20,3.10